{
  "formula": "C75H195N9O27",
  "method": "wB97M-V/def2-TZVPD",
  "orbital_gap_ev": 8.5642,
  "largest_force_ev_per_a": 3.9,
  "spin_multiplicity": 1,
  "e_above_lowest_kcal_mol": 78.1,
  "lumo_energy_ev": 0.43,
  "charge": 0,
  "species": ["C", "O", "H", "H", "H", "H", "C", "O", "H", "H", "H", "H", "C", "O", "H", "H", "H", "H", "C", "C", "C", "O", "H", "H", "H", "H", "H", "H", "H", "H", "C", "C", "C", "O", "H", "H", "H", "H", "H", "H", "H", "H", "C", "C", "C", "O", "H", "H", "H", "H", "H", "H", "H", "H", "C", "C", "C", "O", "H", "H", "H", "H", "H", "H", "H", "H", "C", "C", "C", "O", "H", "H", "H", "H", "H", "H", "H", "H", "C", "C", "C", "O", "H", "H", "H", "H", "H", "H", "H", "H", "C", "O", "C", "C", "N", "C", "C", "O", "C", "H", "H", "H", "H", "H", "H", "H", "H", "H", "H", "H", "H", "H", "H", "H", "C", "O", "C", "C", "N", "C", "C", "O", "C", "H", "H", "H", "H", "H", "H", "H", "H", "H", "H", "H", "H", "H", "H", "H", "C", "O", "C", "C", "N", "C", "C", "O", "C", "H", "H", "H", "H", "H", "H", "H", "H", "H", "H", "H", "H", "H", "H", "H", "C", "O", "C", "C", "N", "C", "C", "O", "C", "H", "H", "H", "H", "H", "H", "H", "H", "H", "H", "H", "H", "H", "H", "H", "C", "O", "C", "C", "N", "C", "C", "O", "C", "H", "H", "H", "H", "H", "H", "H", "H", "H", "H", "H", "H", "H", "H", "H", "C", "O", "C", "C", "N", "C", "C", "O", "C", "H", "H", "H", "H", "H", "H", "H", "H", "H", "H", "H", "H", "H", "H", "H", "C", "O", "C", "C", "N", "C", "C", "O", "C", "H", "H", "H", "H", "H", "H", "H", "H", "H", "H", "H", "H", "H", "H", "H", "C", "O", "C", "C", "N", "C", "C", "O", "C", "H", "H", "H", "H", "H", "H", "H", "H", "H", "H", "H", "H", "H", "H", "H", "C", "O", "C", "C", "N", "C", "C", "O", "C", "H", "H", "H", "H", "H", "H", "H", "H", "H", "H", "H", "H", "H", "H", "H"],
  "positions_angstrom": [[8.76999, -16.82262, 28.77550], [8.99185, -15.57319, 28.09667], [9.67740, -17.27915, 29.14291], [8.09377, -16.64094, 29.63699], [8.36969, -17.63088, 28.05873], [9.56309, -15.02748, 28.63407], [5.18525, -10.49178, 30.52005], [5.52729, -11.72646, 29.95702], [4.56969, -9.86275, 29.87575], [4.75818, -10.60569, 31.52349], [6.05543, -9.85963, 30.81010], [6.53893, -11.71283, 29.81537], [11.49721, -8.89855, 29.44513], [12.21071, -9.62384, 30.37508], [11.55727, -7.88007, 29.61293], [12.05602, -9.08230, 28.52371], [10.45679, -9.15772, 29.21344], [11.96491, -9.29886, 31.27026], [5.48519, -14.87432, 27.05513], [4.77513, -16.19594, 27.40614], [5.41316, -17.42371, 26.85641], [4.63433, -16.27092, 28.80314], [5.02122, -13.98335, 27.46113], [5.67251, -14.72866, 26.00523], [6.53276, -14.91624, 27.47694], [3.78749, -16.13253, 26.99173], [6.50883, -17.48466, 27.06247], [5.40586, -17.39398, 25.75110], [4.83198, -18.31896, 27.24707], [4.21478, -15.45091, 29.18643], [9.79242, -16.84569, 32.80093], [10.93289, -15.88768, 32.60605], [11.89110, -15.93172, 33.78803], [11.70974, -16.13266, 31.37651], [8.99780, -16.57925, 32.06532], [9.37964, -16.58965, 33.76051], [10.08517, -17.92863, 32.72624], [10.63070, -14.89215, 32.46440], [12.74000, -15.29969, 33.53490], [12.26102, -16.95056, 33.98795], [11.51278, -15.57931, 34.70608], [12.01540, -17.03970, 31.44384], [14.83783, -11.45565, 28.64242], [14.76080, -11.15589, 27.17373], [14.97472, -9.65715, 26.83327], [15.67772, -11.93639, 26.51028], [15.76009, -11.09436, 29.08126], [14.65314, -12.55943, 28.83639], [14.04858, -10.86777, 29.08248], [13.76587, -11.44523, 26.89830], [15.96870, -9.35155, 27.22377], [14.17343, -9.11161, 27.22028], [14.90108, -9.60443, 25.73639], [15.75553, -11.64011, 25.59865], [9.25106, -16.19862, 24.52353], [10.27504, -15.14583, 24.58192], [10.39176, -14.34667, 23.33334], [9.97255, -14.25807, 25.67519], [9.42295, -16.99694, 23.78400], [8.26675, -15.70061, 24.33659], [9.13820, -16.74217, 25.43585], [11.34849, -15.60744, 24.79313], [9.45181, -13.76904, 23.28132], [10.44389, -15.04909, 22.48706], [11.26862, -13.67047, 23.25887], [9.58373, -14.75797, 26.40350], [10.91457, -8.22431, 24.76473], [10.46117, -9.64162, 25.16953], [11.60412, -10.66461, 24.90193], [10.24721, -9.68734, 26.56755], [10.39253, -7.50872, 25.41002], [10.36431, -7.90656, 23.83319], [11.95235, -8.02974, 24.77504], [9.53585, -9.86453, 24.54083], [12.44786, -10.24704, 25.42329], [11.87843, -10.68900, 23.82359], [11.30933, -11.59633, 25.33465], [9.32523, -9.65351, 26.76649], [14.58339, -17.06160, 22.56124], [15.50466, -17.95899, 23.35902], [16.94258, -17.51052, 23.17903], [15.22895, -17.91485, 24.78362], [14.79279, -17.19730, 21.45983], [14.67938, -15.96961, 22.72629], [13.47820, -17.23899, 22.79151], [15.44123, -19.03107, 23.07552], [17.03806, -16.48471, 23.56073], [17.30800, -17.47284, 22.10140], [17.63669, -18.06816, 23.72975], [15.74741, -17.18635, 25.19070], [8.49139, -6.86319, 27.74386], [7.73624, -7.78174, 27.04479], [7.00668, -8.63390, 27.92847], [6.10513, -9.43394, 27.00233], [6.97346, -9.87583, 25.96829], [6.21315, -10.81339, 25.11135], [7.11047, -11.41842, 24.05593], [7.48859, -10.36015, 23.20118], [8.43345, -10.65544, 22.14406], [7.98500, -5.92521, 27.92956], [9.39567, -6.58841, 27.17994], [8.76412, -7.33811, 28.67081], [6.50782, -8.00477, 28.66243], [7.63886, -9.30434, 28.50575], [5.27536, -8.83086, 26.63591], [5.64902, -10.28641, 27.49669], [7.17265, -9.04213, 25.41787], [5.34373, -10.30343, 24.66635], [5.88177, -11.62081, 25.70458], [6.62367, -12.22461, 23.46511], [8.01638, -11.87909, 24.51238], [8.49421, -9.71683, 21.63129], [8.10837, -11.47759, 21.43512], [9.35229, -10.93631, 22.66625], [6.60012, -15.76400, 31.93331], [5.56711, -14.82920, 31.87351], [4.21942, -15.33835, 31.84136], [3.29337, -14.27442, 31.49700], [3.54755, -13.78409, 30.12833], [2.46000, -12.91806, 29.49932], [2.34364, -13.17067, 28.04148], [1.26256, -12.35416, 27.61800], [1.02648, -12.28141, 26.28300], [6.61215, -16.43594, 32.90814], [7.51149, -15.21752, 32.12650], [6.74805, -16.36112, 31.03534], [3.96687, -15.77136, 32.83566], [4.10709, -16.22053, 31.24007], [3.49524, -13.50360, 32.27147], [2.28116, -14.66514, 31.48318], [4.50686, -13.41349, 30.16357], [2.71270, -11.91948, 29.76734], [1.54781, -13.20980, 30.06787], [2.18407, -14.24313, 27.79920], [3.27300, -12.89854, 27.55587], [-0.00165, -11.99641, 26.04388], [1.27257, -13.23300, 25.75119], [1.64639, -11.49687, 25.92872], [11.73551, -7.13240, 32.85403], [12.13850, -8.51595, 32.86557], [13.23535, -8.82525, 33.72079], [14.44847, -8.99526, 32.78882], [14.84923, -7.74154, 32.12967], [15.99409, -7.90627, 31.25171], [16.30456, -6.52923, 30.69683], [15.23040, -5.81498, 30.04076], [14.91395, -6.31943, 28.77504], [11.06367, -7.19012, 32.03065], [12.61552, -6.45386, 32.62925], [11.24865, -6.90836, 33.82574], [13.07922, -9.74427, 34.33803], [13.40910, -7.96230, 34.33503], [14.11516, -9.76575, 32.08249], [15.40186, -9.33601, 33.40021], [14.06405, -7.50269, 31.37651], [15.70658, -8.61010, 30.45725], [16.83571, -8.30811, 31.76673], [17.09628, -6.63988, 29.96039], [16.52419, -5.80292, 31.44177], [15.81492, -6.32704, 28.14059], [14.23019, -5.66679, 28.29724], [14.50082, -7.32383, 28.72222], [13.80629, -17.29424, 28.46711], [15.18071, -16.91556, 28.57045], [15.42612, -15.46151, 28.50552], [15.60179, -15.11544, 26.98508], [16.60517, -16.00312, 26.39778], [17.92004, -15.40762, 26.19415], [18.58944, -15.08219, 27.47869], [18.78894, -16.28260, 28.12261], [19.22327, -16.06039, 29.40948], [13.76298, -18.31688, 28.21898], [13.37957, -16.79395, 27.58798], [13.19664, -17.01621, 29.36234], [16.37348, -15.26377, 29.01193], [14.57695, -14.98379, 28.96921], [15.80606, -14.07372, 26.85590], [14.58900, -15.30743, 26.51759], [16.77737, -16.72545, 27.09607], [17.80472, -14.43125, 25.66840], [18.61082, -16.04698, 25.60134], [17.79896, -14.39549, 28.02091], [19.52773, -14.66170, 27.19611], [20.26958, -15.95236, 29.44131], [18.97040, -16.94234, 30.03808], [18.87672, -15.11992, 29.88752], [3.62445, -7.90650, 35.73228], [4.48632, -9.03390, 35.55420], [3.95273, -10.05544, 34.67917], [5.12394, -11.04710, 34.58596], [5.50785, -11.69416, 35.82943], [6.62134, -12.64433, 35.64662], [6.29967, -14.04667, 35.12825], [7.44894, -14.79472, 34.81220], [8.20911, -15.20392, 35.87546], [3.30962, -7.50174, 34.75365], [4.20627, -7.19636, 36.28344], [2.77642, -8.14035, 36.39456], [3.74264, -9.59778, 33.69676], [3.05822, -10.58452, 35.08992], [5.93892, -10.42663, 34.23691], [4.97677, -11.89844, 33.87828], [5.79857, -10.95824, 36.46116], [7.17792, -12.67647, 36.64555], [7.32315, -12.25222, 34.95202], [5.65107, -14.05481, 34.18649], [5.68253, -14.54317, 35.84766], [8.73459, -14.37755, 36.30799], [8.96252, -15.90699, 35.60016], [7.57204, -15.62408, 36.70087], [16.55945, -9.17293, 37.75293], [15.78224, -10.34141, 37.78603], [15.84829, -11.01202, 36.51009], [14.91560, -12.18310, 36.52224], [13.58046, -11.71459, 36.58830], [12.58162, -12.75783, 36.67374], [11.15129, -12.24582, 36.49054], [10.67539, -11.59005, 37.67043], [10.21001, -12.50612, 38.67400], [17.55757, -9.40102, 37.43901], [16.46589, -8.74534, 38.84781], [16.17256, -8.44032, 36.98345], [16.83016, -11.23864, 36.14271], [15.42109, -10.35340, 35.72147], [15.16567, -12.86429, 37.38390], [15.03854, -12.68571, 35.58240], [13.56273, -11.13539, 37.46454], [12.62509, -13.40085, 37.56653], [12.69761, -13.49274, 35.82368], [10.48103, -13.09777, 36.31891], [11.05986, -11.57344, 35.67657], [10.83838, -13.43065, 38.73807], [9.17407, -12.82403, 38.47625], [10.24444, -11.84981, 39.58277], [12.16802, -13.81040, 28.51994], [10.72411, -13.63313, 28.68602], [10.30927, -12.40522, 28.27578], [8.79062, -12.23963, 28.47200], [8.36622, -11.86961, 29.84418], [8.62877, -12.99586, 30.79641], [8.47581, -12.52851, 32.24992], [9.23210, -11.34780, 32.38484], [8.87534, -10.54403, 33.46644], [12.61212, -12.96567, 29.01711], [12.39991, -13.77483, 27.43188], [12.39778, -14.79700, 28.95358], [10.53257, -12.20765, 27.22234], [10.87058, -11.63570, 28.79223], [8.27624, -13.10381, 28.09636], [8.47238, -11.43236, 27.81821], [8.82995, -10.97259, 30.19073], [9.63411, -13.37635, 30.72029], [7.85499, -13.76267, 30.54708], [8.83333, -13.35376, 32.91640], [7.40810, -12.31189, 32.48526], [7.87496, -10.13618, 33.44814], [9.67079, -9.75211, 33.38767], [8.98283, -11.02277, 34.42990], [16.51953, -20.23127, 31.86986], [16.21677, -19.02778, 32.52426], [17.12265, -18.05319, 32.05503], [16.80144, -16.65751, 32.60764], [15.81582, -15.90271, 31.82504], [15.63825, -14.64593, 32.58940], [14.54033, -13.82390, 31.94958], [13.92014, -13.17110, 33.01924], [12.75136, -12.47080, 32.56765], [15.92929, -20.99822, 32.36941], [17.51747, -20.48914, 32.03867], [16.30053, -20.09286, 30.80936], [17.08119, -18.08213, 31.00562], [18.09747, -18.36517, 32.35078], [17.70901, -16.03486, 32.62448], [16.45488, -16.75440, 33.65394], [14.95934, -16.37889, 31.78755], [16.64433, -14.19527, 32.57438], [15.31951, -14.78492, 33.61656], [13.87397, -14.43969, 31.48601], [14.92462, -13.04360, 31.22807], [12.49684, -11.69284, 33.34079], [11.89463, -13.19062, 32.53883], [12.96779, -12.04610, 31.57032], [8.36417, -9.12373, 37.74250], [7.19560, -9.92998, 37.81533], [7.16452, -10.59829, 39.05509], [5.74742, -11.16239, 39.11968], [4.77515, -10.06643, 39.04984], [3.39584, -10.42540, 39.38101], [2.81741, -11.35732, 38.30880], [3.26949, -12.64108, 38.41188], [2.78658, -13.56029, 37.48334], [8.20639, -8.21026, 38.33538], [8.52095, -8.75625, 36.75047], [9.27749, -9.64391, 38.05886], [7.33377, -9.83080, 39.83879], [7.91908, -11.38953, 39.13647], [5.56174, -11.77926, 40.04091], [5.59153, -11.90179, 38.35336], [4.80615, -9.54668, 38.17232], [2.75442, -9.51535, 39.36163], [3.37739, -10.77898, 40.38560], [3.02397, -10.97226, 37.28062], [1.70532, -11.27983, 38.53478], [1.72867, -13.52807, 37.37414], [3.17234, -14.54257, 37.83837], [3.20799, -13.33248, 36.48382]],
  "lowdin_charge": [-0.106, -0.151, 0.062, 0.059, 0.093, 0.031, -0.182, -0.172, 0.075, 0.059, 0.082, 0.064, -0.183, -0.131, 0.053, 0.073, 0.066, 0.048, -0.034, -0.525, -0.054, -0.079, 0.042, 0.065, 0.083, 0.112, 0.060, 0.085, 0.106, 0.058, -0.028, -0.444, -0.033, -0.071, 0.064, 0.049, 0.115, 0.087, 0.060, 0.099, 0.053, 0.069, -0.047, -0.527, -0.025, -0.041, 0.082, 0.075, 0.060, 0.109, 0.100, 0.032, 0.082, 0.100, -0.068, -0.528, -0.067, -0.067, 0.093, 0.104, 0.060, 0.167, 0.075, 0.086, 0.084, 0.039, -0.036, -0.442, -0.031, -0.056, 0.055, 0.092, 0.055, 0.122, 0.043, 0.094, 0.048, 0.033, -0.085, -0.485, -0.082, -0.096, 0.087, 0.075, 0.089, 0.139, 0.068, 0.102, 0.054, 0.027, -0.117, -0.204, -0.199, -0.220, -0.046, -0.176, -0.231, -0.229, -0.073, 0.088, 0.086, 0.074, 0.121, 0.101, 0.125, 0.108, 0.117, 0.131, 0.094, 0.129, 0.122, 0.078, 0.105, 0.066, -0.144, -0.187, -0.240, -0.211, -0.057, -0.143, -0.216, -0.182, -0.146, 0.132, 0.035, 0.068, 0.133, 0.109, 0.124, 0.125, 0.081, 0.098, 0.130, 0.135, 0.103, 0.091, 0.103, 0.070, -0.059, -0.274, -0.196, -0.206, -0.064, -0.223, -0.189, -0.188, -0.128, 0.070, 0.107, 0.101, 0.111, 0.109, 0.096, 0.149, 0.147, 0.111, 0.110, 0.114, 0.115, 0.093, 0.077, 0.062, -0.084, -0.215, -0.150, -0.166, -0.060, -0.209, -0.274, -0.154, -0.123, 0.074, 0.081, 0.077, 0.093, 0.077, 0.074, 0.121, 0.105, 0.132, 0.129, 0.151, 0.121, 0.068, 0.095, 0.099, -0.094, -0.221, -0.186, -0.208, -0.024, -0.174, -0.195, -0.196, -0.121, 0.093, 0.076, 0.087, 0.115, 0.121, 0.090, 0.118, 0.064, 0.135, 0.069, 0.131, 0.106, 0.048, 0.064, 0.118, -0.132, -0.198, -0.220, -0.247, -0.054, -0.206, -0.197, -0.217, -0.102, 0.065, 0.129, 0.095, 0.116, 0.111, 0.141, 0.104, 0.142, 0.112, 0.125, 0.100, 0.096, 0.092, 0.064, 0.108, -0.013, -0.232, -0.246, -0.139, -0.050, -0.151, -0.204, -0.193, -0.102, 0.059, 0.108, 0.074, 0.095, 0.114, 0.104, 0.091, 0.138, 0.100, 0.127, 0.120, 0.127, 0.069, 0.104, 0.066, -0.111, -0.182, -0.231, -0.188, -0.028, -0.186, -0.235, -0.224, -0.053, 0.095, 0.064, 0.097, 0.090, 0.109, 0.115, 0.123, 0.083, 0.123, 0.109, 0.068, 0.136, 0.090, 0.084, 0.081, -0.086, -0.212, -0.217, -0.203, -0.050, -0.186, -0.263, -0.199, -0.108, 0.094, 0.074, 0.078, 0.131, 0.087, 0.140, 0.077, 0.092, 0.120, 0.105, 0.110, 0.132, 0.070, 0.104, 0.078]
}